--- A ---
{
  "formula": "C3H5NS3",
  "method": "ωB97M-V/def2-TZVPD",
  "charge": 0,
  "orbital_gap_ha": 0.279,
  "elements": ["C", "C", "C", "H", "H", "H", "H", "H", "N", "S", "S", "S"],
  "positions_angstrom": [[0.95513, -0.60981, 2.27198], [0.19073, 0.03223, -0.37045], [-0.05648, -1.10786, -1.29127], [0.07291, -0.05226, 2.54940], [1.78422, -0.27148, 3.08663], [0.83119, -1.69895, 2.28313], [1.17481, -1.13064, -1.93072], [0.64341, 2.14497, 1.52846], [-0.73343, 0.94102, -0.24697], [1.55579, -0.20943, 0.47618], [-1.56255, -2.00727, -1.48803], [-0.36255, 2.50006, 0.42125]],
  "nbo_charge": [-0.69, -0.14, -0.24, 0.23, 0.24, 0.24, 0.23, 0.11, -0.49, 0.27, 0.04, 0.19]
}

***

--- B ---
{
  "formula": "C3H5NS3",
  "method": "ωB97M-V/def2-TZVPD",
  "charge": 0,
  "orbital_gap_ha": 0.322,
  "smiles": "SN=C1SCCS1",
  "elements": ["C", "C", "C", "H", "H", "H", "H", "H", "N", "S", "S", "S"],
  "positions_angstrom": [[-0.94903, 0.35114, 0.70634], [0.98565, -0.08062, -1.09215], [1.66005, 0.04766, 0.29172], [-3.08915, -0.98347, -0.12888], [1.18040, 0.86333, -1.65222], [1.37555, -0.91218, -1.70581], [1.88815, -0.92761, 0.78244], [2.65079, 0.57895, 0.24735], [-2.04969, 0.63883, 1.22239], [-3.49556, -0.09074, 0.84284], [-0.71138, -0.51638, -0.85172], [0.55421, 1.03108, 1.33771]],
  "nbo_charge": [-0.04, -0.56, -0.54, 0.08, 0.23, 0.24, 0.23, 0.24, -0.62, 0.23, 0.23, 0.29]
}

***

--- C ---
{
  "formula": "C3H5NS3",
  "method": "ωB97M-V/def2-TZVPD",
  "charge": 0,
  "orbital_gap_ha": 0.289,
  "smiles": "CN(S)C(=S)C=S",
  "elements": ["C", "C", "C", "H", "H", "H", "H", "H", "N", "S", "S", "S"],
  "positions_angstrom": [[1.56140, 0.90010, -1.13131], [-0.05591, -0.19881, 0.39582], [-0.17199, 1.13868, 1.10276], [2.29457, 0.46126, -1.76803], [1.97263, 1.32819, -0.23971], [0.95729, 1.69197, -1.63302], [-0.45883, -2.18178, -1.36760], [0.31394, 1.15876, 2.05218], [0.69048, -0.20025, -0.69144], [0.80615, -1.75364, -1.44700], [-0.89315, -1.38642, 1.17589], [-1.03262, 2.38403, 0.62065]],
  "nbo_charge": [-0.40, 0.04, -0.35, 0.22, 0.22, 0.23, 0.15, 0.21, -0.50, 0.18, -0.09, 0.10]
}

***

--- D ---
{
  "formula": "C3H5NS3",
  "method": "ωB97M-V/def2-TZVPD",
  "charge": 0,
  "orbital_gap_ha": 0.291,
  "smiles": "C/C(=N\\S)C(=S)S",
  "elements": ["C", "C", "C", "H", "H", "H", "H", "H", "N", "S", "S", "S"],
  "positions_angstrom": [[1.18030, 0.40070, 0.90885], [-0.03960, 0.12515, 0.07591], [-1.26506, 0.98600, 0.22396], [2.04750, 0.58769, 0.24167], [1.06917, 1.26357, 1.57224], [1.41240, -0.48385, 1.51567], [0.62669, -2.63797, -1.89019], [-2.13619, -0.42735, -1.40456], [-0.12330, -0.84391, -0.76856], [1.22497, -1.84284, -0.96929], [-2.66159, 0.61961, -0.75682], [-1.33530, 2.25321, 1.25113]],
  "nbo_charge": [-0.71, 0.18, -0.33, 0.24, 0.26, 0.24, 0.12, 0.16, -0.55, 0.22, 0.13, 0.04]
}

***

Winner for stability: B